*w*
ORCA calculation (wB97M-V/def2-TZVPD) on an isolated molecule of C3H4N4.

M = 96.09 g/mol
SMILES string = C=Cc1nnn[nH]1
highest occupied orbital energy = -9.839 eV
frontier orbital gap = 9.7 eV

Last column: Löwdin charge in e.
Positions of all 11 atoms, in Å:
C  2.58704  -0.39743  -0.19689  0.059
C  1.65189  0.57340  0.21146  -0.069
C  0.24450  0.13383  0.10220  -0.384
H  3.55827  -0.07729  -0.12029  0.015
H  2.34372  -1.47528  -0.17750  0.081
H  1.96437  1.68194  0.47199  0.139
H  -0.73659  2.02302  -0.20794  0.196
N  -0.39899  -1.05970  0.06315  0.040
N  -1.66233  -0.80756  0.04280  -0.140
N  -2.05935  0.37237  -0.02222  0.053
N  -0.74081  0.92188  -0.17900  0.010

*x*
ORCA calculation (wB97M-V/def2-TZVPD) on an isolated molecule of C3H4N4.

M = 96.09 g/mol
SMILES string = N#CN(N)C=C=N
highest occupied orbital energy (alpha / beta) = -7.014 / -7.149 eV
frontier orbital gap (alpha / beta) = 6.2 / 6.4 eV

Last column: Löwdin charge in e.
Positions of all 11 atoms, in Å:
C  1.10522  -1.11682  -0.05157  -0.204
N  -1.85284  0.77027  0.14416  0.053
C  -0.20015  -0.93272  -0.19234  -0.160
N  -0.57088  0.39216  -0.25637  -0.198
N  2.18333  -1.63144  0.01035  0.160
C  0.62891  1.23632  0.05933  -0.214
N  1.31811  2.15421  0.25869  0.142
H  -2.04040  1.73982  -0.10580  0.102
H  -2.54287  0.02254  0.19051  0.096
H  2.93600  -0.93804  0.08866  0.112
H  -0.96442  -1.69630  -0.14560  0.113

*y*
ORCA calculation (wB97M-V/def2-TZVPD) on an isolated molecule of C3H4N4.

M = 96.09 g/mol
SMILES string = Nc1cncnn1
highest occupied orbital energy = -9.258 eV
frontier orbital gap = 9.3 eV

Last column: Löwdin charge in e.
Positions of all 11 atoms, in Å:
N  1.90592  -0.21059  -0.59513  0.103
C  0.57962  0.15554  -0.42028  -0.381
C  0.04638  1.04170  0.54584  -0.076
N  -1.20022  0.84667  0.94457  0.081
C  -1.80648  -0.22027  0.41555  -0.231
N  -1.45254  -0.79376  -0.72808  0.035
N  -0.26594  -0.50083  -1.21935  0.057
H  2.32874  -0.48954  0.28515  0.097
H  1.89391  -1.00278  -1.23959  0.094
H  0.60308  1.83922  1.04927  0.117
H  -2.63246  -0.66536  0.96205  0.104

*y* takes first place; second place is 202.1 kJ/mol up.